{
  "formula": "C56H144F6N12O16Sr2",
  "method": "ωB97M-V/def2-TZVPD",
  "species": ["Sr", "Sr", "C", "O", "O", "C", "F", "F", "F", "C", "C", "H", "H", "H", "H", "H", "H", "C", "O", "O", "C", "F", "F", "F", "C", "C", "H", "H", "H", "H", "H", "H", "C", "C", "C", "O", "C", "N", "H", "H", "H", "H", "H", "H", "H", "H", "H", "H", "H", "C", "C", "C", "O", "C", "N", "H", "H", "H", "H", "H", "H", "H", "H", "H", "H", "H", "C", "C", "C", "O", "C", "N", "H", "H", "H", "H", "H", "H", "H", "H", "H", "H", "H", "C", "C", "C", "O", "C", "N", "H", "H", "H", "H", "H", "H", "H", "H", "H", "H", "H", "C", "C", "C", "O", "C", "N", "H", "H", "H", "H", "H", "H", "H", "H", "H", "H", "H", "C", "C", "C", "O", "C", "N", "H", "H", "H", "H", "H", "H", "H", "H", "H", "H", "H", "C", "C", "C", "O", "C", "N", "H", "H", "H", "H", "H", "H", "H", "H", "H", "H", "H", "C", "C", "C", "O", "C", "N", "H", "H", "H", "H", "H", "H", "H", "H", "H", "H", "H", "C", "C", "C", "O", "C", "N", "H", "H", "H", "H", "H", "H", "H", "H", "H", "H", "H", "C", "C", "C", "O", "C", "N", "H", "H", "H", "H", "H", "H", "H", "H", "H", "H", "H", "C", "C", "C", "O", "C", "N", "H", "H", "H", "H", "H", "H", "H", "H", "H", "H", "H", "C", "C", "C", "O", "C", "N", "H", "H", "H", "H", "H", "H", "H", "H", "H", "H", "H"],
  "xyz": [[-1.0869, -5.2542, -3.2165], [1.7014, -4.0346, -0.2494], [0.4364, -2.8911, -5.5088], [-1.0073, -2.7599, -5.5458], [0.6393, -4.1159, -4.7844], [1.1175, -2.6720, -6.9276], [0.8151, -1.4347, -7.4644], [2.4885, -2.5561, -6.8543], [0.7515, -3.5477, -7.8464], [-1.5796, -1.5785, -5.9299], [-3.0849, -1.6980, -5.8754], [-3.4404, -2.4613, -6.5677], [-3.4394, -1.7726, -4.8474], [-3.5646, -0.7812, -6.2181], [-1.2850, -1.2304, -6.9200], [-1.2723, -0.7129, -5.3431], [0.7145, -2.0463, -4.8787], [-0.3716, -1.7604, -1.5829], [0.6125, -1.5169, -0.5969], [-0.3739, -3.1511, -1.7426], [-1.7668, -1.0081, -1.2465], [-2.6157, -1.4484, -2.0876], [-2.1271, -1.2986, 0.0003], [-1.7043, 0.3367, -1.3794], [0.6202, -0.3130, 0.2709], [1.8381, -0.3124, 1.1356], [1.6758, -0.9176, 2.0275], [2.7301, -0.5216, 0.5450], [1.9029, 0.7109, 1.5056], [-0.2422, -0.2651, 0.9358], [0.6315, 0.5701, -0.3678], [0.0686, -1.3002, -2.4675], [2.2356, 1.0290, 6.9806], [3.5710, 1.0119, 6.1890], [3.5712, 0.3140, 4.7740], [4.8392, 0.5420, 4.1235], [5.9123, -0.2820, 4.6196], [3.6582, 2.4301, 6.0620], [1.8770, 0.0001, 6.9524], [1.4953, 1.5845, 6.4048], [2.3476, 1.3406, 8.0191], [4.3284, 0.5506, 6.8228], [2.7331, 0.7996, 4.2742], [3.4026, -0.7476, 4.9548], [6.8665, 0.1945, 4.3944], [5.7709, -1.3130, 4.2954], [5.9750, -0.2282, 5.7064], [4.4909, 2.7164, 5.5672], [2.8857, 2.7038, 5.4717], [2.5825, 5.9550, 6.3789], [1.9209, 6.2308, 5.0707], [1.3768, 4.9135, 4.3787], [2.4591, 4.0800, 3.8938], [2.0226, 3.1216, 2.9217], [0.9549, 7.3386, 5.2142], [1.8158, 5.6248, 7.0797], [3.0383, 6.8560, 6.7894], [3.4062, 5.2433, 6.3220], [2.7429, 6.6011, 4.4581], [0.6703, 5.0982, 3.5694], [0.7266, 4.3123, 5.0142], [1.5458, 3.5574, 2.0436], [1.3092, 2.4628, 3.4168], [2.9671, 2.6684, 2.6209], [0.2924, 7.1706, 5.9578], [0.4574, 7.4271, 4.3397], [-5.7904, -1.4665, 1.4861], [-6.3142, -0.2143, 2.1039], [-7.8335, -0.2773, 2.4873], [-8.4291, 0.9893, 2.7067], [-8.6354, 1.7995, 1.5895], [-5.4990, 0.0528, 3.2569], [-4.7216, -1.3197, 1.3306], [-6.1738, -1.6558, 0.4834], [-5.9173, -2.3397, 2.1260], [-6.1012, 0.6304, 1.4488], [-7.9805, -0.9883, 3.3004], [-8.3757, -0.8101, 1.7061], [-7.8010, 2.0298, 0.9271], [-9.1342, 2.7037, 1.9384], [-9.3376, 1.3733, 0.8728], [-5.7329, 0.9176, 3.7233], [-5.7893, -0.6273, 3.9449], [-0.7903, -5.7441, 2.5428], [-1.1872, -4.5660, 1.6067], [-2.5320, -3.8881, 2.0990], [-2.4947, -3.7854, 3.5367], [-3.6137, -3.0104, 4.0066], [-0.1612, -3.5792, 1.5035], [-0.4168, -5.3983, 3.5066], [-0.0393, -6.3200, 2.0020], [-1.5918, -6.4796, 2.6122], [-1.4369, -4.8722, 0.5908], [-3.4090, -4.4430, 1.7657], [-2.7352, -2.9371, 1.6067], [-3.6403, -3.3299, 5.0484], [-4.5791, -3.2921, 3.5864], [-3.5655, -1.9311, 3.8617], [-0.1722, -3.3367, 2.4839], [-0.7281, -2.8577, 1.0815], [4.6028, -3.1290, -3.8291], [4.1335, -3.5105, -2.4349], [3.8477, -2.3559, -1.5236], [3.6479, -2.7758, -0.1651], [4.8569, -3.2150, 0.5250], [2.9036, -4.2807, -2.5797], [3.8407, -2.5000, -4.2891], [4.8806, -4.0106, -4.4067], [5.5632, -2.6185, -3.7577], [4.8897, -4.1299, -1.9526], [2.9935, -1.8083, -1.9220], [4.6448, -1.6139, -1.5712], [5.2775, -4.1720, 0.2161], [4.6540, -3.3740, 1.5841], [5.6509, -2.4879, 0.3546], [2.4104, -3.8782, -3.3638], [3.0593, -5.2327, -2.8788], [-1.0619, 1.9189, 5.3627], [-2.2535, 1.7113, 4.3792], [-1.9613, 1.8717, 2.8589], [-1.3023, 3.0950, 2.5381], [-1.0743, 3.2970, 1.1632], [-2.8196, 0.3938, 4.5735], [-1.2873, 1.4837, 6.3363], [-0.9069, 2.9918, 5.4767], [-0.2653, 1.2651, 5.0076], [-2.9766, 2.4360, 4.7536], [-2.8364, 1.5890, 2.2738], [-1.2665, 1.0795, 2.5798], [-0.4930, 4.2101, 1.0347], [-2.0205, 3.4648, 0.6488], [-0.4854, 2.4443, 0.8253], [-3.2523, 0.1959, 5.4644], [-3.6531, 0.2980, 4.0111], [3.1141, 4.7212, -4.1253], [1.9058, 5.4668, -3.3885], [1.5706, 4.9656, -1.9669], [1.0871, 3.6317, -1.8708], [-0.2964, 3.5622, -2.2340], [2.3843, 6.8460, -3.3031], [4.1305, 4.7799, -3.7359], [3.2422, 5.0770, -5.1476], [2.9125, 3.6569, -4.2470], [0.9982, 5.4668, -3.9922], [0.9422, 5.7195, -1.4925], [2.4260, 5.0009, -1.2923], [-0.9308, 4.3259, -1.7842], [-0.7224, 2.5707, -2.0802], [-0.5302, 3.7339, -3.2846], [2.6913, 7.2004, -4.1977], [1.7664, 7.5642, -2.9530], [0.8097, 4.2968, -7.1647], [1.2421, 2.8543, -7.3478], [0.2161, 1.8209, -6.8564], [0.0485, 1.8345, -5.4420], [1.1692, 1.2432, -4.7608], [1.3020, 2.7630, -8.8466], [0.6568, 4.6362, -6.1402], [-0.1259, 4.5765, -7.6491], [1.5258, 4.9906, -7.6049], [2.2356, 2.7589, -6.9095], [0.5313, 0.8165, -7.1391], [-0.7765, 1.9539, -7.2867], [2.1208, 1.7701, -4.8305], [1.3347, 0.2324, -5.1335], [0.9022, 1.0618, -3.7197], [1.9908, 3.3625, -9.2782], [0.4163, 2.8935, -9.3143], [-4.1833, 4.6860, -5.4907], [-3.0714, 3.8464, -4.9030], [-3.3146, 2.3081, -4.7327], [-4.3383, 2.3443, -3.7331], [-4.4806, 1.1715, -2.9833], [-1.9063, 3.9546, -5.7546], [-3.9174, 5.7430, -5.5054], [-5.0692, 4.5356, -4.8737], [-4.3243, 4.3557, -6.5199], [-2.7765, 4.2686, -3.9423], [-2.3993, 1.7709, -4.4844], [-3.7397, 1.8204, -5.6099], [-5.4288, 1.0572, -2.4580], [-3.7309, 1.2061, -2.1928], [-4.2558, 0.2750, -3.5610], [-1.2380, 3.2166, -5.5847], [-2.1598, 3.6157, -6.6716], [-0.4348, -1.8233, 6.2563], [0.3611, -1.6119, 4.8833], [1.3064, -2.8400, 4.6955], [2.0400, -2.9647, 5.8448], [3.0727, -3.9126, 5.7262], [-0.6576, -1.5576, 3.8169], [-0.9566, -2.7712, 6.3876], [-1.1827, -1.0324, 6.3134], [0.2550, -1.7849, 7.0993], [0.9092, -0.6796, 5.0190], [1.9064, -2.7382, 3.7913], [0.7015, -3.7173, 4.4665], [3.5351, -4.1653, 6.6803], [3.8656, -3.6861, 5.0134], [2.6486, -4.8740, 5.4363], [-1.2053, -0.7162, 3.9267], [-1.3099, -2.2781, 4.0917], [6.2494, 2.4378, 1.4655], [5.3356, 1.4136, 0.8138], [5.3742, 1.3260, -0.7192], [4.1526, 0.8092, -1.2627], [3.1662, 1.7283, -1.4842], [5.6363, 0.1566, 1.4409], [7.2689, 2.0965, 1.6453], [5.8963, 2.7886, 2.4352], [6.3277, 3.3225, 0.8336], [4.3099, 1.5624, 1.1514], [6.2043, 0.6495, -0.9228], [5.6518, 2.2834, -1.1601], [2.9067, 2.2132, -0.5431], [2.3401, 1.1123, -1.8395], [3.4823, 2.4919, -2.1949], [5.0512, -0.4540, 0.8886], [5.2555, 0.0881, 2.3738], [-3.6296, -8.9564, -1.5903], [-3.2204, -7.4888, -2.0209], [-2.8496, -6.5928, -0.8421], [-2.8527, -5.1841, -1.2297], [-4.1150, -4.5718, -1.4052], [-2.1249, -7.6700, -2.9456], [-4.0407, -9.5684, -2.3931], [-4.4311, -9.0125, -0.8537], [-2.7252, -9.3609, -1.1357], [-3.9674, -6.9686, -2.6204], [-1.8681, -6.8784, -0.4636], [-3.4830, -6.6991, 0.0386], [-3.9497, -3.5134, -1.6065], [-4.7151, -4.5407, -0.4958], [-4.7398, -4.9371, -2.2203], [-2.5163, -8.1487, -3.7441], [-1.5038, -8.3557, -2.5405]],
  "lowdin_charge": [1.344, 1.342, -0.355, -0.113, -0.390, -0.487, 0.070, 0.102, 0.175, -0.320, -0.055, 0.083, 0.058, 0.068, 0.114, 0.111, 0.122, -0.397, -0.197, -0.405, -0.602, 0.198, 0.145, 0.125, -0.213, -0.040, 0.071, 0.064, 0.070, 0.096, 0.102, 0.141, -0.046, -0.397, -0.143, -0.239, -0.074, 0.037, 0.053, 0.055, 0.091, 0.128, 0.100, 0.107, 0.098, 0.088, 0.079, 0.080, 0.039, -0.079, -0.424, -0.150, -0.212, -0.095, 0.044, 0.081, 0.081, 0.070, 0.133, 0.106, 0.097, 0.077, 0.073, 0.077, 0.066, 0.063, -0.068, -0.431, -0.174, -0.166, -0.122, 0.028, 0.067, 0.084, 0.072, 0.134, 0.127, 0.117, 0.079, 0.096, 0.085, 0.096, 0.083, -0.025, -0.418, -0.154, -0.210, -0.087, -0.029, 0.069, 0.056, 0.084, 0.091, 0.113, 0.104, 0.101, 0.070, 0.059, 0.037, 0.054, -0.025, -0.438, -0.207, -0.421, -0.045, -0.030, 0.087, 0.095, 0.087, 0.137, 0.135, 0.127, 0.087, 0.094, 0.095, 0.046, 0.082, -0.040, -0.389, -0.164, -0.194, -0.106, 0.012, 0.078, 0.072, 0.050, 0.130, 0.121, 0.099, 0.086, 0.095, 0.078, 0.092, 0.011, -0.041, -0.368, -0.197, -0.194, -0.098, 0.014, 0.076, 0.062, 0.034, 0.115, 0.118, 0.126, 0.089, 0.076, 0.064, 0.069, 0.070, -0.099, -0.363, -0.187, -0.232, -0.064, 0.022, 0.047, 0.072, 0.077, 0.132, 0.103, 0.126, 0.076, 0.072, 0.073, 0.066, 0.067, -0.046, -0.424, -0.152, -0.193, -0.113, 0.040, 0.082, 0.078, 0.081, 0.127, 0.109, 0.124, 0.087, 0.064, 0.070, 0.009, 0.064, -0.033, -0.335, -0.246, -0.171, -0.096, 0.068, 0.078, 0.052, 0.064, 0.094, 0.106, 0.105, 0.095, 0.079, 0.086, 0.016, 0.030, -0.047, -0.440, -0.141, -0.207, -0.127, 0.059, 0.081, 0.071, 0.072, 0.104, 0.128, 0.124, 0.087, 0.082, 0.086, 0.034, 0.033, -0.025, -0.422, -0.180, -0.333, -0.083, -0.072, 0.083, 0.078, 0.085, 0.131, 0.109, 0.135, 0.085, 0.094, 0.092, 0.095, 0.077],
  "e_lumo_ev": [-2.2, -2.6],
  "orbital_gap_ev": [3.867, 7.505],
  "energy_ha": -4741.12045,
  "charge": 1,
  "multiplicity": 2
}